# 1
{
  "formula": "C17H19BF10InO9",
  "method": "ωB97M-V/def2-TZVPD",
  "elements": ["O", "C", "O", "In", "O", "B", "O", "O", "C", "F", "F", "C", "F", "F", "C", "C", "C", "C", "C", "C", "H", "H", "H", "H", "H", "H", "H", "H", "H", "C", "C", "O", "C", "O", "C", "F", "F", "F", "H", "H", "H", "H", "H", "C", "C", "O", "C", "O", "C", "F", "F", "F", "H", "H", "H", "H", "H"],
  "positions_angstrom": [[2.906, -5.280, -0.796], [2.403, -4.788, 0.195], [2.949, -3.785, 0.900], [3.387, -2.092, -0.256], [2.794, -0.354, 0.791], [1.542, -0.487, 1.336], [1.202, -1.335, 2.422], [0.479, 0.342, 0.791], [2.587, -2.125, -2.366], [2.674, -0.786, -2.844], [3.448, -2.865, -3.179], [1.081, -2.526, -2.536], [0.859, -3.886, -2.537], [0.676, -2.083, -3.828], [1.052, -5.354, 0.773], [0.830, -6.770, 1.014], [-0.468, -7.149, 1.601], [-1.487, -6.173, 1.948], [-1.223, -4.750, 1.666], [0.037, -4.330, 1.089], [5.181, -1.992, -0.344], [0.228, -1.387, 2.413], [-0.250, -0.272, 0.571], [0.401, -1.973, -1.830], [1.629, -7.500, 0.772], [-0.649, -8.231, 1.783], [-2.452, -6.455, 2.420], [-1.974, -3.959, 1.907], [0.250, -3.255, 0.892], [2.562, 3.123, -1.120], [1.415, 3.298, -0.146], [1.695, 4.360, 0.791], [1.498, 5.600, 0.349], [1.115, 5.885, -0.753], [1.789, 6.611, 1.459], [2.944, 6.350, 2.098], [0.819, 6.611, 2.395], [1.881, 7.867, 0.995], [3.498, 2.965, -0.583], [2.381, 2.271, -1.776], [2.695, 4.013, -1.739], [1.293, 2.387, 0.439], [0.470, 3.479, -0.663], [-4.088, 4.701, -0.424], [-5.090, 3.563, -0.445], [-4.494, 2.363, -0.964], [-3.734, 1.671, -0.108], [-3.526, 1.986, 1.028], [-3.204, 0.402, -0.776], [-2.709, 0.635, -2.001], [-4.169, -0.524, -0.925], [-2.221, -0.174, -0.068], [-3.657, 4.848, -1.417], [-4.565, 5.627, -0.103], [-3.260, 4.486, 0.254], [-5.915, 3.814, -1.112], [-5.517, 3.384, 0.544]],
  "mulliken_charge": [-0.597, 0.415, -0.740, 1.204, -0.740, 0.851, -0.559, -0.606, 0.143, -0.312, -0.280, 0.554, -0.232, -0.325, 0.591, -0.453, -0.284, -0.551, -0.297, 0.054, -0.343, 0.196, 0.208, -0.042, 0.385, 0.304, 0.338, 0.307, -0.151, -1.126, 0.347, -0.342, 0.343, -0.528, 0.900, -0.244, -0.254, -0.253, 0.310, 0.245, 0.401, -0.003, 0.236, -1.102, -0.199, -0.319, 0.365, -0.507, 0.913, -0.255, -0.274, -0.299, 0.302, 0.377, 0.311, 0.316, 0.304],
  "multiplicity": 1,
  "max_force_ev_per_a": 3.1,
  "orbital_gap_ev": 8.3497,
  "e_tot_ev": -69395.3787,
  "charge": -1
}

# 2
{
  "formula": "C24H58F18N5O3P3",
  "method": "ωB97M-V/def2-TZVPD",
  "elements": ["N", "H", "H", "H", "H", "N", "O", "O", "O", "C", "C", "C", "N", "C", "C", "C", "C", "C", "H", "H", "H", "H", "H", "H", "H", "H", "H", "H", "H", "H", "H", "H", "H", "H", "H", "H", "C", "C", "C", "N", "C", "C", "C", "C", "C", "H", "H", "H", "H", "H", "H", "H", "H", "H", "H", "H", "H", "H", "H", "H", "H", "H", "H", "C", "C", "C", "N", "C", "C", "C", "C", "C", "H", "H", "H", "H", "H", "H", "H", "H", "H", "H", "H", "H", "H", "H", "H", "H", "H", "H", "P", "F", "F", "F", "F", "F", "F", "P", "F", "F", "F", "F", "F", "F", "P", "F", "F", "F", "F", "F", "F"],
  "positions_angstrom": [[-1.065, -1.128, -0.207], [-1.853, -1.492, 0.309], [-1.015, -0.120, -0.163], [-1.296, -1.508, -1.114], [-0.192, -1.553, 0.072], [0.298, 1.994, 0.117], [0.216, 3.193, 0.532], [1.250, 1.261, -0.003], [-0.674, 1.498, -0.345], [1.182, -0.197, 7.403], [1.175, -1.016, 6.095], [2.515, -0.828, 5.168], [2.465, -1.247, 3.653], [1.408, -0.445, 2.848], [2.048, -2.792, 3.616], [3.380, -3.580, 3.546], [4.259, -2.678, 2.717], [3.754, -1.277, 2.807], [2.156, -0.023, 7.861], [0.432, -0.592, 8.089], [0.785, 0.740, 7.014], [0.246, -1.195, 5.555], [1.183, -2.017, 6.528], [3.272, -1.431, 5.668], [2.940, 0.176, 5.144], [0.435, -0.603, 3.313], [1.650, -0.677, 1.811], [1.692, 0.595, 3.006], [1.685, -2.886, 2.593], [1.332, -3.247, 4.301], [3.153, -4.519, 3.040], [3.769, -3.897, 4.514], [4.337, -2.986, 1.674], [5.269, -2.828, 3.098], [3.768, -0.633, 1.927], [4.455, -0.616, 3.317], [4.345, -3.872, -5.451], [3.446, -3.210, -4.465], [3.965, -1.727, -4.116], [2.918, -0.916, -3.201], [2.802, -1.674, -1.805], [1.515, -0.811, -3.827], [0.944, 0.550, -3.291], [2.229, 1.428, -3.279], [3.403, 0.496, -3.067], [4.126, -4.849, -5.882], [5.167, -4.170, -4.800], [4.486, -3.239, -6.328], [3.360, -3.780, -3.539], [2.482, -3.043, -4.945], [3.984, -1.160, -5.047], [4.902, -1.692, -3.559], [2.080, -1.156, -1.173], [3.727, -1.630, -1.230], [2.417, -2.691, -1.880], [1.028, -1.730, -3.500], [1.641, -0.881, -4.907], [0.550, 0.519, -2.276], [0.076, 0.808, -3.898], [2.138, 2.237, -2.555], [2.425, 1.884, -4.250], [3.675, 0.596, -2.016], [4.273, 0.640, -3.707], [-2.901, 5.747, 2.520], [-3.582, 4.675, 1.770], [-3.191, 4.929, 0.193], [-3.786, 3.829, -0.755], [-4.018, 2.372, -0.190], [-2.801, 3.802, -1.991], [-3.674, 3.223, -3.103], [-5.076, 3.753, -2.794], [-5.100, 4.336, -1.371], [-3.075, 5.604, 3.586], [-3.354, 6.708, 2.277], [-1.839, 5.885, 2.320], [-4.667, 4.703, 1.873], [-3.289, 3.677, 2.096], [-2.119, 4.800, 0.047], [-3.478, 5.916, -0.169], [-4.410, 1.683, -0.939], [-4.616, 2.498, 0.712], [-3.018, 2.057, 0.107], [-1.914, 3.214, -1.757], [-2.536, 4.844, -2.175], [-3.666, 2.143, -2.954], [-3.407, 3.462, -4.132], [-5.874, 3.036, -2.989], [-5.246, 4.615, -3.440], [-5.885, 3.916, -0.742], [-5.077, 5.425, -1.367], [-2.782, -0.431, 2.956], [-1.973, -0.523, 4.389], [-3.723, -1.561, 3.598], [-3.861, 0.676, 3.496], [-3.556, -0.585, 1.452], [-1.754, 0.679, 2.438], [-1.737, -1.616, 2.429], [0.400, -4.196, 0.045], [-0.095, -5.770, -0.316], [-1.110, -3.890, 0.598], [0.836, -4.814, 1.560], [0.906, -2.703, 0.531], [1.853, -4.579, -0.619], [-0.013, -3.601, -1.406], [-2.925, -0.880, -3.636], [-2.018, 0.261, -4.403], [-1.523, -1.391, -2.993], [-3.239, -0.055, -2.227], [-3.667, -2.129, -2.869], [-4.303, -0.241, -4.221], [-2.633, -1.878, -4.948]],
  "mulliken_charge": [1.765, 0.473, -0.455, 0.168, -0.457, 0.907, -0.518, -0.404, -0.066, -1.473, -0.473, -0.797, 0.427, -0.534, 0.387, -0.929, -0.449, -0.637, 0.326, 0.388, 0.366, 0.436, 0.323, 0.566, 0.553, 0.111, -0.033, 0.439, -0.750, 0.454, 0.456, 0.408, 0.201, 0.400, 0.249, 0.434, -1.442, -0.072, -0.825, 0.768, -1.157, -1.027, 0.201, -0.755, -0.675, 0.384, 0.356, 0.320, 0.223, 0.325, 0.525, 0.428, 0.280, 0.352, 0.326, 0.573, 0.367, -0.739, 0.808, 0.425, 0.322, 0.217, 0.432, -1.408, -0.074, -0.754, 0.353, -1.140, -0.427, -0.090, -0.787, -0.508, 0.402, 0.371, 0.309, 0.346, 0.137, 0.443, 0.375, 0.564, 0.401, 0.098, 0.058, 0.488, -0.275, 0.571, 0.422, 0.332, 0.347, 0.372, 1.343, -0.372, -0.361, -0.383, -0.372, -0.330, -0.501, 1.449, -0.366, -0.338, -0.386, -0.676, -0.412, -0.250, 1.406, -0.386, -0.619, -0.383, -0.411, -0.380, -0.402],
  "multiplicity": 2,
  "max_force_ev_per_a": 5.5,
  "orbital_gap_ev": [9.1881, 5.0727],
  "e_tot_ev": -116205.4254,
  "charge": 1
}

# 3
{
  "formula": "C24H18FMgNO3PS",
  "method": "ωB97M-V/def2-TZVPD",
  "elements": ["Mg", "O", "N", "C", "C", "C", "C", "C", "S", "H", "H", "H", "H", "O", "C", "O", "C", "C", "C", "C", "C", "C", "P", "C", "C", "C", "C", "C", "C", "C", "C", "C", "C", "C", "C", "H", "H", "H", "H", "H", "H", "H", "H", "H", "H", "H", "H", "H", "H", "F"],
  "positions_angstrom": [[-1.026, 0.103, -3.016], [0.922, -0.559, -3.162], [1.860, 0.167, -2.597], [2.890, -0.484, -2.015], [3.952, 0.185, -1.469], [3.945, 1.582, -1.508], [2.870, 2.232, -2.057], [1.771, 1.537, -2.601], [0.375, 2.299, -3.213], [2.778, -1.558, -2.007], [4.744, -0.381, -1.000], [4.763, 2.151, -1.081], [2.805, 3.311, -2.063], [-4.307, 1.980, -1.178], [-3.467, 1.077, -1.218], [-2.588, 0.907, -2.114], [-3.506, 0.041, -0.087], [-4.762, -0.220, 0.460], [-4.933, -1.159, 1.462], [-3.827, -1.846, 1.946], [-2.570, -1.582, 1.425], [-2.384, -0.637, 0.412], [-0.668, -0.422, -0.275], [0.387, -1.614, 0.478], [0.906, -2.673, -0.333], [1.761, -3.620, 0.163], [2.174, -3.595, 1.532], [1.646, -2.581, 2.352], [0.782, -1.624, 1.871], [-0.190, 1.167, 0.541], [1.167, 1.390, 0.781], [1.613, 2.590, 1.314], [0.710, 3.599, 1.618], [-0.643, 3.391, 1.385], [-1.088, 2.188, 0.856], [-5.600, 0.345, 0.072], [-5.922, -1.356, 1.863], [-3.939, -2.588, 2.730], [-1.708, -2.121, 1.797], [0.616, -2.707, -1.380], [2.125, -4.402, -0.498], [2.841, -4.347, 1.933], [1.928, -2.548, 3.402], [0.410, -0.854, 2.539], [1.874, 0.602, 0.547], [2.673, 2.737, 1.486], [1.058, 4.541, 2.029], [-1.363, 4.171, 1.606], [-2.147, 2.057, 0.683], [-1.706, -0.874, -4.412]],
  "mulliken_charge": [0.860, -0.803, 0.611, -0.160, -0.891, -0.075, -0.753, 0.356, -0.503, 0.457, 0.376, 0.357, 0.376, -0.779, 0.213, -0.235, 0.338, -0.757, -0.489, -0.683, -0.930, 0.784, 0.640, 0.228, -1.069, -0.308, -0.712, -0.544, -0.388, 0.951, -0.273, -0.749, -0.529, -0.680, -0.646, 0.448, 0.349, 0.400, 0.311, 0.392, 0.355, 0.335, 0.319, 0.455, 0.543, 0.366, 0.334, 0.400, 0.146, -0.745],
  "multiplicity": 2,
  "max_force_ev_per_a": 0.1,
  "orbital_gap_ev": [3.3595, 6.8984],
  "relative_energy_kcal_mol": 0.2,
  "e_tot_ev": -61103.0761,
  "charge": -2
}

# 4
{
  "formula": "C5H15NO",
  "method": "ωB97M-V/def2-TZVPD",
  "elements": ["C", "C", "C", "N", "C", "C", "H", "H", "H", "H", "H", "H", "H", "H", "H", "H", "H", "H", "H", "O", "H", "H"],
  "positions_angstrom": [[2.355, -0.062, 0.450], [1.745, 0.337, -0.906], [0.341, -0.142, -1.239], [-0.815, 0.633, -0.868], [-1.355, 0.758, 0.458], [-0.767, 1.642, 1.533], [2.111, -1.041, 0.868], [3.438, -0.049, 0.319], [2.062, 0.627, 1.242], [2.477, 0.207, -1.705], [1.757, 1.440, -0.862], [0.287, -0.391, -2.304], [0.172, -1.096, -0.724], [-0.913, 1.414, -1.492], [-1.339, -0.299, 0.803], [-2.432, 0.891, 0.366], [-1.406, 1.566, 2.411], [-0.678, 2.677, 1.183], [0.251, 1.386, 1.819], [-1.491, -2.735, 0.245], [-0.554, -2.948, 0.364], [-1.482, -1.899, -0.203]],
  "mulliken_charge": [-1.048, -0.444, -0.220, -0.198, -0.270, -1.027, 0.268, 0.336, 0.242, 0.453, 0.222, 0.418, -0.376, 0.234, 0.077, 0.442, 0.377, 0.275, 0.144, -0.655, 0.317, 0.433],
  "multiplicity": 1,
  "max_force_ev_per_a": 2.3,
  "orbital_gap_ev": 9.6284,
  "relative_energy_kcal_mol": 31.2,
  "smiles": "CCCNCC.O",
  "e_tot_ev": -8965.0050,
  "charge": 0
}